1.
Formula: C7H17N2O2P
Source: the OMol25 dataset
Level of theory: ωB97M-V/def2-TZVPD

The geometry in XYZ format:
```
29
Properties=species:S:1:pos:R:3:forces:R:3
C 0.361 -1.186 -0.369 -0.87 3.12 -1.37
C 1.712 -1.684 -0.028 -0.62 -1.14 -3.24
C -0.246 1.516 -2.416 0.17 -0.21 -0.93
C 0.597 2.365 0.738 1.58 0.52 1.79
C -2.115 -2.552 2.052 2.21 0.87 -1.66
C -0.859 0.709 -1.308 -1.20 -0.74 -0.83
C 1.174 1.153 0.121 1.00 -2.20 -1.84
N 0.192 0.199 -0.480 1.24 -1.39 1.02
N -1.832 0.369 1.459 -2.14 -0.21 -0.99
O 0.050 -1.012 2.594 4.42 -0.16 2.05
O -0.582 -1.898 -0.696 0.13 -0.91 0.44
P -1.223 -0.917 2.006 -4.44 -0.94 -1.65
H 2.441 -1.356 -0.778 -0.16 0.36 0.15
H 1.597 -2.736 -0.234 0.40 -0.61 0.80
H 2.012 -1.387 0.895 0.95 0.25 2.81
H -0.870 2.337 -2.678 -0.49 0.77 -0.27
H 0.682 1.882 -2.061 0.76 0.89 0.22
H 0.033 1.027 -3.342 -0.28 -0.65 -0.09
H 0.042 3.034 0.164 -1.03 0.70 -1.67
H -0.036 2.113 1.573 0.05 -0.02 0.49
H 1.480 2.986 1.037 -0.72 -0.50 0.28
H -3.072 -2.349 2.496 -0.16 -0.85 0.84
H -2.273 -2.745 0.996 -0.42 0.16 -0.43
H -1.316 -3.335 2.249 -1.55 0.87 0.96
H -1.483 1.422 -0.763 -0.16 -0.44 0.28
H -1.485 -0.170 -1.695 0.85 1.39 0.77
H 1.890 1.433 -0.719 -0.44 -0.23 1.21
H 1.732 0.517 0.862 -0.47 1.16 -0.59
H -2.666 0.247 0.808 1.34 0.16 1.43
```
Forces are in eV/Å.

Calculated values
- LUMO energy: 0.7 eV
- Energy relative to the best compared isomer or geometry (same formula, charge and spin): 1.973 eV
- Largest force on an atom: 4.88 eV/Å
- 2S+1: 1
- Gap between HOMO and LUMO: 9.5 eV


2.
Formula: C7H17N3
Source: the OMol25 dataset
Level of theory: ωB97M-V/def2-TZVPD

The geometry in XYZ format:
```
27
Properties=species:S:1:pos:R:3:forces:R:3
C 4.055 1.381 0.691 -0.05 0.23 0.02
C 4.251 -0.929 -0.193 -0.05 0.00 0.03
C -2.200 1.063 -1.274 -0.07 -0.33 0.03
C -3.549 1.174 0.843 0.02 -0.31 -0.16
C -1.200 -2.237 -0.271 -0.09 0.30 -0.46
C 3.545 0.369 0.017 0.02 -0.26 0.02
C -2.624 0.312 -0.015 -0.25 0.21 -0.59
N -0.837 -1.281 0.753 0.72 -0.86 0.86
N -0.199 -0.103 0.251 0.34 0.09 -0.96
N -1.498 -0.042 0.848 -0.13 0.79 1.05
H 5.046 1.335 1.113 0.23 -0.06 0.08
H 3.514 2.299 0.847 -0.17 0.18 0.00
H 0.496 0.224 0.928 -0.42 -0.25 0.20
H 3.759 -1.711 0.388 0.02 -0.11 -0.04
H 5.289 -0.861 0.123 0.08 -0.06 0.01
H 4.214 -1.225 -1.241 0.04 -0.07 -0.06
H -1.489 0.487 -1.864 -0.04 0.05 -0.01
H -1.724 2.002 -0.998 0.06 0.10 -0.01
H -3.076 1.275 -1.884 -0.06 0.08 -0.03
H -3.079 2.129 1.064 0.05 0.08 0.03
H -3.761 0.668 1.782 -0.05 0.01 0.07
H -4.485 1.351 0.317 -0.10 0.08 -0.02
H -1.429 -1.785 -1.241 -0.02 -0.05 0.00
H -0.347 -2.905 -0.383 -0.06 -0.03 -0.01
H -2.055 -2.810 0.087 0.01 -0.01 0.00
H 2.548 0.425 -0.397 -0.17 0.16 -0.06
H -3.165 -0.603 -0.292 0.12 0.07 0.04
```
Forces are in eV/Å.

Calculated values
- LUMO energy: 1.0 eV
- Energy relative to the best compared isomer or geometry (same formula, charge and spin): 4.833 eV
- Largest force on an atom: 1.42 eV/Å
- SMILES: CC(C)n1[nH]n1C.C=CC
- 2S+1: 1
- Gap between HOMO and LUMO: 9.8 eV


3.
Formula: C7H17N5OS
Source: the OMol25 dataset
Level of theory: ωB97M-V/def2-TZVPD

The geometry in XYZ format:
```
31
Properties=species:S:1:pos:R:3:forces:R:3
C 0.099 -1.747 -0.404 0.73 3.78 -0.43
C 1.638 -1.191 1.352 -5.11 -5.32 1.27
C 0.381 -0.306 -0.978 -1.09 -1.87 -1.02
C -1.664 0.820 -1.684 1.79 -1.01 -0.69
C 0.135 2.159 -0.545 -0.47 3.27 -1.30
C -1.330 0.657 0.749 -4.87 1.19 -3.00
C -0.631 0.850 -0.575 1.51 -2.99 0.08
N 2.202 -0.279 0.676 1.35 4.34 -3.66
N 0.627 -2.081 0.797 3.49 1.57 2.30
N 1.893 -1.298 2.641 3.40 4.91 0.17
N 1.724 0.101 -0.562 2.00 -1.06 1.45
N 0.529 -3.426 1.163 0.70 0.27 -0.42
O -0.388 -2.656 -1.139 -1.91 -1.29 -3.14
S 3.028 0.266 -1.707 0.71 -1.11 0.52
H 0.303 -0.390 -2.145 0.66 0.03 2.23
H -2.366 1.421 -1.256 -2.77 1.91 -0.16
H -2.074 -0.121 -2.056 -0.02 -0.41 1.16
H -1.183 1.124 -2.593 -0.02 1.22 -0.59
H 0.397 2.736 -1.594 -0.32 -1.22 2.05
H -0.805 2.925 -0.441 2.05 -0.76 -0.19
H 0.501 2.653 0.453 -0.34 -0.71 -1.03
H -0.978 0.396 1.650 2.52 -0.93 2.98
H -2.197 -0.080 0.575 1.22 0.99 0.22
H -1.850 1.654 0.908 0.22 -1.15 0.18
H 2.506 -0.481 3.092 -1.64 -2.62 -1.39
H 1.633 -1.998 3.240 -1.07 -2.11 1.39
H 1.324 1.780 -0.532 -1.13 0.38 0.16
H 1.421 -3.870 1.362 -0.13 0.19 -0.07
H -0.136 -3.536 1.881 -0.84 -0.38 1.04
H -0.083 -3.564 -1.073 0.34 -0.37 0.53
H 3.858 -0.738 -1.130 -0.96 1.25 -0.65
```
Forces are in eV/Å.

Calculated values
- LUMO energy (alpha / beta): -7.9 / -10.7 eV
- Energy relative to the best compared isomer or geometry (same formula, charge and spin): 3.870 eV
- Largest force on an atom: 7.48 eV/Å
- 2S+1: 3
- Gap between HOMO and LUMO (alpha / beta): 5.2 / 6.7 eV
- Charge: +2


4.
Formula: C7H17NO
Source: the OMol25 dataset
Level of theory: ωB97M-V/def2-TZVPD

The geometry in XYZ format:
```
26
Properties=species:S:1:pos:R:3:forces:R:3
C -1.058 -1.647 -0.820 0.10 0.55 -3.02
C -2.255 -1.204 0.021 -0.33 1.82 0.19
C 0.392 0.314 -1.782 -0.01 -1.81 -0.05
C 1.417 -2.773 0.193 2.86 -0.07 -0.33
C 1.264 -1.277 -0.044 -1.40 1.70 -2.53
O 1.980 -0.365 0.308 1.11 -1.07 0.90
N 0.221 -0.906 -0.960 -1.00 -1.39 2.65
H -0.788 -2.668 -0.637 -0.21 -0.38 0.40
H -1.440 -1.682 -1.895 0.17 0.02 1.19
H -2.344 -1.404 1.091 0.56 -0.76 -0.13
H -3.129 -1.575 -0.502 -0.26 -0.36 0.23
H 0.726 -0.202 -2.698 0.21 1.36 -0.27
H 0.860 -3.425 -0.447 -1.22 -0.16 0.53
H -2.437 -0.105 0.040 0.51 -0.38 -0.51
H -0.456 0.970 -1.996 -0.33 -0.57 0.42
H 1.133 0.886 -1.264 0.64 0.41 -0.25
H 2.418 -3.194 -0.149 -0.41 1.53 0.13
H 1.555 -2.963 1.244 -0.96 -0.44 0.46
C -0.114 3.426 0.926 -0.36 1.13 -1.60
C 0.620 2.337 1.717 1.21 0.79 -0.13
H 0.426 4.156 0.262 0.61 -0.56 1.27
H -0.723 3.060 0.105 -0.54 -0.81 0.17
H -0.794 4.065 1.514 0.33 -0.45 0.09
H 0.222 1.342 1.577 -0.60 -0.08 0.24
H 0.619 2.662 2.764 0.01 -0.56 -0.08
H 1.686 2.172 1.434 -0.68 0.53 0.03
```
Forces are in eV/Å.

Calculated values
- LUMO energy: 0.9 eV
- Energy relative to the best compared isomer or geometry (same formula, charge and spin): 2.543 eV
- Largest force on an atom: 3.36 eV/Å
- SMILES: CCN(C)C(C)=O.CC
- 2S+1: 1
- Gap between HOMO and LUMO: 9.6 eV


5.
Formula: C7H17NO2
Source: the OMol25 dataset
Level of theory: ωB97M-V/def2-TZVPD

The geometry in XYZ format:
```
27
Properties=species:S:1:pos:R:3:forces:R:3
C -1.022 -1.167 1.321 0.74 1.07 3.58
C -1.931 -0.616 0.260 -4.22 0.63 2.39
C -1.569 -0.254 -1.170 -1.55 -2.32 -0.85
C 0.743 3.145 -0.951 1.17 -2.20 -6.26
C 0.804 2.484 -2.149 0.55 0.12 1.44
C -0.066 1.343 -2.385 -0.69 -1.48 2.89
C -0.405 0.554 -1.293 2.97 2.46 -1.14
N 0.074 -0.223 1.947 -2.28 1.36 2.66
H -1.667 -1.516 2.218 1.09 0.25 -1.64
H -0.281 -1.895 1.092 -0.51 -1.55 -0.93
H -2.559 0.175 0.824 1.67 0.20 -0.96
H -2.871 -1.250 0.426 1.31 -0.28 -1.55
H -1.302 -1.207 -1.674 -0.53 0.09 0.01
H -2.383 0.240 -1.756 0.23 -0.79 0.79
H 0.339 2.849 -0.113 -3.50 -2.13 3.67
H 1.287 3.926 -0.706 3.17 3.81 0.23
H 1.542 2.627 -2.952 -0.45 1.02 0.43
H -0.514 1.240 -3.378 -0.26 -0.02 0.46
H 0.281 0.466 -0.392 -0.60 1.04 -1.81
H 0.165 0.365 1.167 0.94 1.51 -0.66
H -0.255 0.521 2.754 0.43 -2.63 -2.61
H 1.752 -3.030 1.941 -2.95 -2.24 -0.35
H 2.097 -1.714 2.641 -1.28 1.50 1.01
O 2.396 -2.431 2.138 4.21 0.50 -0.27
H 2.344 -1.883 0.457 0.44 0.05 -0.22
H 1.071 -1.210 0.089 2.15 -0.67 -1.43
O 1.929 -1.539 -0.353 -2.24 0.72 1.10
```
Forces are in eV/Å.

Calculated values
- LUMO energy: 0.7 eV
- Energy relative to the best compared isomer or geometry (same formula, charge and spin): 5.733 eV
- Largest force on an atom: 6.74 eV/Å
- SMILES: C=C/C=C/CCCN.O.O
- 2S+1: 1
- Gap between HOMO and LUMO: 9.0 eV


6.
Formula: C7H17NO7PS
Source: the OMol25 dataset
Level of theory: ωB97M-V/def2-TZVPD

The geometry in XYZ format:
```
34
Properties=species:S:1:pos:R:3:forces:R:3
C 0.213 2.519 0.622 0.46 1.57 1.61
N -0.600 1.988 -0.538 -3.47 -0.06 1.88
C -0.698 0.458 -0.514 -0.42 -1.49 -1.70
C 0.751 -0.300 -0.682 0.30 -0.36 -0.10
C 1.003 -1.525 0.400 -0.17 -0.54 -0.26
C 0.757 -0.942 1.916 -1.21 0.96 -1.31
S 1.745 -1.792 3.262 5.87 0.25 1.28
O 2.791 -0.741 3.791 -4.39 -3.47 -1.80
O 2.450 -3.099 2.825 -3.71 4.27 1.62
O 0.627 -2.071 4.565 0.39 1.64 -2.31
C -2.062 2.437 -0.330 -1.07 3.33 4.79
O -2.464 3.114 0.781 2.36 -4.26 -6.97
O -3.121 2.173 -1.360 1.35 -1.44 3.75
P -4.343 1.132 -0.661 -1.68 -2.89 -4.05
O -5.032 0.206 -1.742 2.37 3.30 3.37
H 0.167 3.711 0.644 -0.04 -2.72 -0.22
H 1.352 2.247 0.583 -2.41 0.24 -0.45
H -0.191 2.176 1.689 0.64 0.56 -2.28
H -1.350 0.064 0.390 1.48 0.87 -1.36
H -1.325 0.178 -1.491 1.37 0.59 2.14
H 0.806 -0.729 -1.795 0.29 0.62 1.75
H 1.667 0.439 -0.593 -2.01 -1.35 -0.07
H 0.257 -2.443 0.244 1.59 2.12 0.21
H 2.095 -1.977 0.238 -2.43 1.23 0.54
H 1.071 0.196 1.913 -0.32 -2.49 0.46
H -0.413 -0.967 2.153 2.68 -0.21 -0.22
H 0.066 -1.224 4.592 1.21 -1.61 0.01
H -3.700 0.288 0.323 -0.03 1.09 -0.47
H -5.398 1.846 0.023 1.24 0.15 -0.33
C 2.543 -1.464 -4.233 0.85 -0.24 -0.38
O 1.393 -1.158 -3.651 -1.15 0.33 0.82
H 2.675 -2.504 -4.577 -0.25 -0.74 -0.09
H 2.808 -0.911 -5.150 -0.16 0.55 -0.54
H 3.462 -1.326 -3.639 0.46 0.21 0.67
```
Forces are in eV/Å.

Calculated values
- LUMO energy: 1.8 eV
- Largest force on an atom: 8.50 eV/Å
- 2S+1: 1
- Gap between HOMO and LUMO: 4.6 eV
- Charge: -1


7.
Formula: C7H17NOSi
Source: the OMol25 dataset
Level of theory: ωB97M-V/def2-TZVPD

The geometry in XYZ format:
```
27
Properties=species:S:1:pos:R:3:forces:R:3
C -0.280 1.201 3.055 -0.77 0.40 -1.13
C -0.371 0.134 2.273 -0.46 -1.92 1.69
C 2.318 1.064 -1.865 -0.84 -0.93 0.00
C -0.807 -2.656 0.300 0.37 0.22 0.89
C -1.946 -1.481 -1.374 0.64 -3.81 -1.07
C -1.621 2.577 -0.358 0.36 1.26 -2.09
C 2.283 0.120 -0.674 -0.13 1.22 0.22
N -1.396 -1.376 -0.080 0.49 -0.33 2.09
O -1.621 1.200 -0.179 -0.63 0.10 -0.20
Si -0.601 0.096 0.459 0.95 -0.85 -1.34
H -0.325 0.987 4.088 0.24 0.54 1.12
H -0.393 2.218 2.667 0.44 -0.21 0.33
H -0.451 -0.820 2.934 0.36 1.24 -1.70
H 3.227 1.079 -2.537 -1.04 -0.89 0.25
H 1.307 0.959 -2.312 1.04 0.52 -0.71
H 2.424 2.014 -1.409 -0.45 1.32 0.25
H 0.006 -2.935 -0.391 -0.30 -0.23 0.11
H -0.390 -2.546 1.291 0.55 0.06 0.27
H -1.512 -3.495 0.472 -0.07 0.57 -0.78
H -2.634 -2.439 -1.523 1.01 2.11 0.63
H -2.395 -0.602 -1.641 -1.39 1.99 -0.97
H -1.076 -1.704 -2.016 -0.43 0.17 -0.71
H -0.945 3.042 0.294 1.43 0.71 0.72
H -2.512 3.155 -0.201 -1.41 -0.82 0.73
H -1.440 2.944 -1.421 0.53 -1.08 0.96
H 3.163 0.386 -0.096 -0.36 -0.27 1.02
H 2.187 -0.926 -0.759 -0.14 -1.08 -0.58
```
Forces are in eV/Å.

Calculated values
- LUMO energy (alpha / beta): 0.5 / 0.3 eV
- Energy relative to the best compared isomer or geometry (same formula, charge and spin): 4.482 eV
- Largest force on an atom: 4.01 eV/Å
- 2S+1: 1
- Gap between HOMO and LUMO (alpha / beta): 7.2 / 7.7 eV


8.
Formula: C7H17O3
Source: the OMol25 dataset
Level of theory: ωB97M-V/def2-TZVPD

The geometry in XYZ format:
```
27
Properties=species:S:1:pos:R:3:forces:R:3
O 3.408 -0.195 -1.473 3.25 1.84 -0.99
H 4.315 0.152 -1.167 -1.71 -0.91 0.40
H 2.082 -0.823 -1.513 -1.11 -0.27 0.47
C 1.077 -1.277 -1.714 1.84 -0.99 1.43
C 1.461 -2.568 -2.331 -0.26 -1.63 -0.77
C 0.486 -1.520 -0.339 -0.56 0.02 0.12
O -0.034 -0.299 0.144 0.42 -0.08 0.40
C -0.615 -0.417 1.433 -0.22 0.13 -0.13
C -0.933 0.975 1.923 0.39 -0.14 0.19
C -1.852 1.755 1.027 -0.35 0.72 -0.18
C -2.141 3.173 1.587 0.16 -0.37 -0.21
O 0.389 -0.443 -2.540 -0.83 1.19 -0.12
H 2.106 -3.137 -1.638 -0.29 0.23 -0.28
H 0.585 -3.199 -2.576 0.16 0.19 0.25
H 1.995 -2.476 -3.281 0.10 0.34 0.19
H -0.366 -2.219 -0.434 0.35 -0.21 0.27
H 1.300 -1.903 0.340 -0.86 0.09 -0.54
H -1.533 -1.018 1.376 0.02 -0.07 -0.08
H 0.059 -0.915 2.146 0.09 0.01 -0.25
H -1.346 0.891 2.926 0.02 0.08 0.25
H 0.013 1.518 1.964 0.09 0.05 0.32
H -1.338 1.815 0.055 -0.54 0.11 0.12
H -2.808 1.234 0.916 0.11 -0.09 -0.23
H -2.806 3.735 0.901 0.42 -0.22 0.41
H -2.648 3.089 2.575 0.44 0.19 -0.59
H -1.172 3.708 1.689 -0.72 -0.10 0.10
H 0.316 0.364 -1.996 -0.41 -0.12 -0.57
```
Forces are in eV/Å.

Calculated values
- LUMO energy (alpha / beta): 0.7 / -2.4 eV
- Energy relative to the best compared isomer or geometry (same formula, charge and spin): 0.239 eV
- Largest force on an atom: 3.87 eV/Å
- 2S+1: 2
- Gap between HOMO and LUMO (alpha / beta): 10.1 / 6.8 eV


9.
Formula: C7H17O9Sr
Source: the OMol25 dataset
Level of theory: ωB97M-V/def2-TZVPD

The geometry in XYZ format:
```
34
Properties=species:S:1:pos:R:3:forces:R:3
Sr -0.034 -0.031 0.163 -1.32 0.33 -0.07
C 1.932 3.151 -1.803 1.44 0.35 -1.43
C 0.867 3.490 -0.841 -0.55 1.97 1.96
O 0.643 4.675 -0.476 0.48 -0.89 -0.86
O 0.304 2.477 -0.383 -0.80 -1.73 0.73
H 1.449 2.900 -2.748 0.06 -0.29 -0.15
H 2.509 2.301 -1.439 -0.17 -0.05 -0.11
H 2.628 3.960 -2.020 -0.09 0.23 0.09
C -0.423 -4.367 1.409 0.57 -0.20 0.54
C -0.176 -2.896 1.107 -0.52 0.13 -1.62
O 0.187 -2.598 -0.087 0.25 0.04 1.06
O -0.469 -2.069 2.000 0.73 0.16 -0.11
H -0.960 -4.338 2.356 -0.34 -0.66 -0.25
H 0.496 -4.933 1.559 0.48 0.38 0.33
H -0.840 -4.959 0.594 -0.73 0.53 0.03
C -4.724 0.542 0.377 0.15 0.55 -1.15
C -3.201 0.694 0.279 0.17 -3.05 0.72
O -2.568 -0.422 0.254 -0.44 -1.13 -0.41
O -2.570 1.712 0.279 0.24 3.47 0.02
H -5.189 1.282 -0.274 -0.10 0.38 0.21
H -5.104 0.672 1.391 0.11 -0.21 -0.06
H -4.974 -0.412 -0.087 -0.11 -0.19 0.60
C 3.375 -0.051 1.772 0.52 0.91 1.96
O 2.046 0.340 1.538 -0.59 -0.87 -1.29
H 3.462 -0.328 2.823 0.22 0.16 0.26
H 3.800 -0.933 1.293 -0.97 0.11 -0.91
H 3.995 0.829 1.597 0.42 -0.20 -0.11
H 1.612 0.823 2.245 0.72 0.05 0.45
O 1.808 -0.099 -1.670 0.21 -0.27 -0.07
H 2.748 -0.278 -1.659 0.20 -0.07 0.14
H 1.595 0.008 -2.597 -0.21 0.18 -0.16
O -1.130 -0.266 -2.068 0.27 0.03 -0.95
H -1.021 -0.542 -2.977 0.18 -0.08 -0.13
H -2.071 -0.334 -1.907 -0.50 -0.04 0.74
```
Forces are in eV/Å.

Calculated values
- LUMO energy: 2.2 eV
- Energy relative to the best compared isomer or geometry (same formula, charge and spin): 1.222 eV
- Largest force on an atom: 3.48 eV/Å
- 2S+1: 1
- Gap between HOMO and LUMO: 6.9 eV
- Charge: -1